No. 1
C3H5N4OS | the ωB97M-V functional and the def2-TZVPD basis

Structure (ORCA input):
```
! wB97M-V def2-TZVPD RIJCOSX def2/J DEFGRID3
* xyz -1 1
C -0.1125 -0.7484 0.5450
C 1.6590 1.2227 -0.3618
C 0.1567 1.0786 -0.2818
N -1.6320 -0.2929 -1.1763
N -0.2531 -0.1929 -0.8249
N -1.5204 -0.8529 0.8757
N -2.2969 -0.6271 -0.1870
O 0.4989 -2.1171 0.6187
S -0.7964 2.3101 0.2813
H 1.9546 1.3751 -1.4038
H 1.9886 2.0696 0.2341
H 2.1447 0.3149 -0.0061
H 0.1283 -2.6324 -0.1076
H -1.9196 -0.9073 1.7944
*
```

Results
Orbital gap (alpha / beta) (Ha): 0.24510 / 0.24513
Max |F| (eV Å⁻¹): 1.617
Molecular weight (u): 145.17

natural (NBO) population analysis, charges in e, atoms 1 to 2: 0.189 -0.664



No. 2
C3H5N5 | the ωB97M-V functional and the def2-TZVPD basis

Structure (ORCA input):
```
! wB97M-V def2-TZVPD RIJCOSX def2/J DEFGRID3
* xyz 0 1
N -1.6312 -0.7649 -0.6023
C -0.7323 -0.1784 0.3700
C -0.3247 1.2808 0.2111
N 0.9776 0.6840 -0.4077
N 2.4471 0.6413 -0.4173
N 2.7667 -0.5355 -0.1795
N 1.7494 -1.3352 0.3436
C 0.6749 -0.5282 0.0989
H -2.6762 -0.7563 -0.3286
H -1.3435 -1.7322 -1.1999
H -0.9223 -0.7818 1.4134
H -0.8473 2.0267 -0.4017
H -0.1382 1.9799 1.1000
*
```

Results
Orbital gap (Ha): 0.37987
Max |F| (eV Å⁻¹): 5.601
Structure (SMILES): N[C@@H]1Cn2nnnc21
Molecular weight (u): 111.11

natural (NBO) population analysis, charges in e, atoms 1 to 2: -0.888 -0.111



No. 3
C3H5N5O4 | the ωB97M-V functional and the def2-TZVPD basis

Structure (ORCA input):
```
! wB97M-V def2-TZVPD RIJCOSX def2/J DEFGRID3
* xyz 0 1
C 0.4607 0.2339 -0.1308
C -0.0489 -0.0248 2.1046
C -1.6423 -0.8441 0.2537
N 0.7775 0.1443 1.1026
N -0.6730 -0.3381 -0.6403
N 1.4274 0.5814 -0.9715
N -0.9694 1.1118 2.3788
N -2.1707 -2.1340 -0.1355
O -1.2298 1.8478 1.4330
O -2.9175 -2.7248 0.6658
O -1.5185 1.1323 3.4632
O -1.7052 -2.6348 -1.1979
H 0.3816 -0.4888 3.0781
H -2.4919 -0.1521 0.5341
H -0.6182 -1.0398 -1.4326
H 2.2161 0.8471 -0.4662
H 1.2414 0.7837 -2.0330
*
```

Results
Orbital gap (alpha / beta) (Ha): 0.26681 / 0.25092
Max |F| (eV Å⁻¹): 4.513
Molecular weight (u): 175.10

natural (NBO) population analysis, charges in e, atoms 1 to 2: 0.630 0.152



No. 4
C3H5N5OS3 | the ωB97M-V functional and the def2-TZVPD basis

Structure (ORCA input):
```
! wB97M-V def2-TZVPD RIJCOSX def2/J DEFGRID3
* xyz 0 1
N -3.2814 -0.0683 -0.6144
C -2.1528 0.2249 0.0764
O -2.0077 1.4052 0.4288
N -1.3076 -0.8108 0.2327
N -0.0538 -0.6467 0.8006
N 1.1367 -0.3118 0.0809
N 1.6110 1.0184 0.0671
C 2.9262 1.2812 -0.0199
S 3.7259 2.6601 0.4404
S 3.6170 -0.1919 -0.6484
C 2.1307 -1.1987 -0.3777
S 1.9382 -2.7251 -0.7549
H -3.3170 -0.9422 -1.0668
H -4.1438 0.4095 -0.6925
H -1.6393 -1.6431 -0.1698
H -0.1726 -0.0539 1.6064
H 0.9905 1.5932 0.6110
*
```

Results
Orbital gap (Ha): 0.31929
Max |F| (eV Å⁻¹): 4.750
Structure (SMILES): NC(=O)NNn1[nH]c(=S)sc1=S
Molecular weight (u): 223.31

natural (NBO) population analysis, charges in e, atoms 1 to 2: -0.825 0.753



No. 5
C3H5NO | the ωB97M-V functional and the def2-TZVPD basis

Structure (ORCA input):
```
! wB97M-V def2-TZVPD RIJCOSX def2/J DEFGRID3
* xyz 0 1
O -1.5883 1.2256 0.1838
C -0.5732 0.6439 -0.1298
C -0.3966 -0.8749 0.1810
C 1.0016 -1.0646 0.6085
N 0.4779 1.1925 -0.7842
H -1.2265 -1.1680 0.8329
H -0.5135 -1.3586 -0.8033
H 0.9988 -1.4602 1.6429
H 1.3482 0.6741 -0.8038
H 0.4718 2.1903 -0.9280
*
```

Results
Orbital gap (Ha): 0.30953
Max |F| (eV Å⁻¹): 0.468
Molecular weight (u): 71.08

natural (NBO) population analysis, charges in e, atoms 1 to 2: -0.585 0.704



No. 6
C3H5NO | the ωB97M-V functional and the def2-TZVPD basis

Structure (ORCA input):
```
! wB97M-V def2-TZVPD RIJCOSX def2/J DEFGRID3
* xyz 0 1
C -0.5423 -0.7622 -0.0405
C -0.5669 0.7585 0.2269
N 0.7630 1.2630 -0.2255
C 1.5550 0.3418 -0.2647
O 0.7407 -1.2000 0.1941
H -1.2596 -1.2331 0.6405
H -0.8702 -0.9522 -1.0803
H -1.3583 1.2875 -0.3086
H -0.6376 1.0002 1.2931
H 2.1761 -0.5035 -0.4350
*
```

Results
Orbital gap (Ha): 0.39351
Max |F| (eV Å⁻¹): 3.266
Molecular weight (u): 71.08

natural (NBO) population analysis, charges in e, atoms 1 to 2: -0.091 -0.254



No. 7
C3H5NO | the ωB97M-V functional and the def2-TZVPD basis

Structure (ORCA input):
```
! wB97M-V def2-TZVPD RIJCOSX def2/J DEFGRID3
* xyz 0 1
C -0.1160 -0.9861 -0.2222
C 0.9348 -0.2707 -0.6234
C 1.8796 0.2822 0.3092
N 2.6537 0.7124 1.0571
H -0.3205 -1.1717 0.8277
H -0.8226 -1.3957 -0.9357
H 1.1345 -0.0912 -1.6761
O -2.1398 0.7182 0.2401
H -2.0228 0.8993 1.1803
H -1.3563 1.1043 -0.1661
*
```

Results
Orbital gap (Ha): 0.40054
Max |F| (eV Å⁻¹): 1.198
Structure (SMILES): C=CC#N.O
Molecular weight (u): 71.08

natural (NBO) population analysis, charges in e, atoms 1 to 2: -0.260 -0.370



No. 8
C3H5NO | the ωB97M-V functional and the def2-TZVPD basis

Structure (ORCA input):
```
! wB97M-V def2-TZVPD RIJCOSX def2/J DEFGRID3
* xyz 0 1
O 1.9235 0.0603 0.1206
C 0.6582 0.1560 -0.1779
C -0.6327 1.0545 -0.0578
C -1.4202 -0.2927 0.1566
N -0.1807 -1.0050 -0.1299
H -0.4766 2.0366 0.6119
H -1.0444 1.6083 -0.9533
H -2.5535 -0.3153 -0.4318
H -1.5585 -0.1806 1.2971
H -0.1224 -2.1032 -0.1048
*
```

Results
Orbital gap (Ha): 0.38292
Max |F| (eV Å⁻¹): 6.503
Structure (SMILES): O=C1CCN1
Molecular weight (u): 71.08

natural (NBO) population analysis, charges in e, atoms 1 to 2: -0.595 0.662



No. 9
C3H5NO | the ωB97M-V functional and the def2-TZVPD basis

Structure (ORCA input):
```
! wB97M-V def2-TZVPD RIJCOSX def2/J DEFGRID3
* xyz 0 1
C 2.2329 -1.0237 0.0285
C -1.3543 1.3308 -0.0430
C -0.3818 0.2327 0.1840
N -1.5473 -0.1803 0.0170
O -2.4689 -0.9698 -0.0536
H 2.5415 -0.5625 0.9432
H 2.4545 -0.5519 -0.9051
H -1.5045 1.7801 -1.0166
H -1.7064 1.9144 0.7973
H 1.7342 -1.9700 0.0481
*
```

Results
Orbital gap (alpha / beta) (Ha): 0.34258 / 0.25066
Max |F| (eV Å⁻¹): 1.126
Molecular weight (u): 71.08

natural (NBO) population analysis, charges in e, atoms 1 to 2: -0.455 -0.264



No. 10
C3H5NO | the ωB97M-V functional and the def2-TZVPD basis

Structure (ORCA input):
```
! wB97M-V def2-TZVPD RIJCOSX def2/J DEFGRID3
* xyz 0 1
O -0.3467 -0.9313 -2.0714
C -0.1256 -0.4872 -0.9730
C -0.9625 -0.3311 0.2847
C 0.4290 0.5388 0.8199
N 0.9575 0.1655 -0.4717
H -1.9045 0.1843 -0.0165
H -1.3032 -1.2806 0.7285
H 0.1069 1.5775 0.9417
H 1.2489 0.4200 1.5802
H 1.9003 0.1440 -0.8225
*
```

Results
Orbital gap (Ha): 0.39010
Max |F| (eV Å⁻¹): 1.828
Structure (SMILES): O=C1CCN1
Molecular weight (u): 71.08

natural (NBO) population analysis, charges in e, atoms 1 to 2: -0.592 0.667



No. 11
C3H5NO | the ωB97M-V functional and the def2-TZVPD basis

Structure (ORCA input):
```
! wB97M-V def2-TZVPD RIJCOSX def2/J DEFGRID3
* xyz 0 1
H -0.1056 2.6216 0.3678
N -0.2692 1.8985 -0.2065
C 0.4147 0.8647 0.0001
C 0.0256 -0.4107 -0.6947
C -0.5002 -1.3075 0.5490
O -1.5743 -1.7679 0.7996
H 1.3007 0.9061 0.6739
H -0.7190 -0.4707 -1.4511
H 1.0049 -0.8659 -1.1329
H 0.4223 -1.4682 1.0948
*
```

Results
Orbital gap (Ha): 0.38609
Max |F| (eV Å⁻¹): 4.419
Structure (SMILES): [H]/N=C/CC=O
Molecular weight (u): 71.08

natural (NBO) population analysis, charges in e, atoms 1 to 2: 0.333 -0.592



No. 12
C3H5NO | the ωB97M-V functional and the def2-TZVPD basis

Structure (ORCA input):
```
! wB97M-V def2-TZVPD RIJCOSX def2/J DEFGRID3
* xyz 0 1
O 1.5154 1.3880 -0.0679
C 0.3069 1.3493 0.0393
C -0.4277 0.0877 0.4018
C -0.3286 -1.1143 -0.5122
N 0.4625 -1.0150 0.6789
H -0.2840 2.2795 -0.0498
H -1.3927 0.2031 0.8698
H -1.0882 -1.8935 -0.4451
H -0.1785 -0.5974 -1.4427
H 1.4149 -0.6873 0.5280
*
```

Results
Orbital gap (Ha): 0.39418
Max |F| (eV Å⁻¹): 1.898
Structure (SMILES): O=C[C@H]1CN1
Molecular weight (u): 71.08

natural (NBO) population analysis, charges in e, atoms 1 to 2: -0.533 0.408



No. 13
C3H5NO | the ωB97M-V functional and the def2-TZVPD basis

Structure (ORCA input):
```
! wB97M-V def2-TZVPD RIJCOSX def2/J DEFGRID3
* xyz 0 1
O 2.3964 0.1314 1.0742
C 1.2703 0.1337 0.6824
C 0.2319 1.2621 0.3948
N -0.5990 0.0910 0.0899
C 0.2056 -0.9465 0.2789
H -0.0963 1.8573 1.2530
H 0.4409 1.9050 -0.4667
H -1.5652 0.0591 -0.2166
H -0.9560 -2.3170 -1.5093
H -1.4136 -2.4744 -2.0794
*
```

Results
Orbital gap (Ha): 0.32087
Max |F| (eV Å⁻¹): 0.720
Molecular weight (u): 71.08

natural (NBO) population analysis, charges in e, atoms 1 to 2: -0.462 0.495



No. 14
C3H5NO | the ωB97M-V functional and the def2-TZVPD basis

Structure (ORCA input):
```
! wB97M-V def2-TZVPD RIJCOSX def2/J DEFGRID3
* xyz 0 1
O 1.3149 -1.1344 1.4568
C 1.2667 -0.3716 0.5227
C 0.2043 -0.1098 -0.5126
C -1.2117 -0.3110 -0.3966
N -0.1870 1.2416 -0.1349
H 1.8142 0.5938 0.4109
H 0.5332 -0.0677 -1.5544
H -1.8002 -0.7071 -1.2519
H -1.7044 -0.4229 0.5546
H -0.2300 1.2892 0.9054
*
```

Results
Orbital gap (Ha): 0.38037
Max |F| (eV Å⁻¹): 2.944
Molecular weight (u): 71.08

natural (NBO) population analysis, charges in e, atoms 1 to 2: -0.503 0.430



No. 15
C3H5NO | the ωB97M-V functional and the def2-TZVPD basis

Structure (ORCA input):
```
! wB97M-V def2-TZVPD RIJCOSX def2/J DEFGRID3
* xyz 0 1
C 2.2817 -0.1092 -0.0571
C 0.9559 -0.2236 0.0305
N -0.0398 0.6149 0.0278
C -1.4397 0.3335 0.0615
O -1.8239 -0.6664 -0.1062
H 2.8463 -1.0435 0.3505
H 2.7480 0.7887 -0.2278
H 0.6879 -1.3370 0.1776
H 0.0075 1.6244 -0.2610
H -2.2070 0.9898 0.4056
*
```

Results
Orbital gap (Ha): 0.34761
Max |F| (eV Å⁻¹): 15.744
Structure (SMILES): C=CNC=O
Molecular weight (u): 71.08

natural (NBO) population analysis, charges in e, atoms 1 to 2: -0.508 0.005



No. 16
C3H5NO | the ωB97M-V functional and the def2-TZVPD basis

Structure (ORCA input):
```
! wB97M-V def2-TZVPD RIJCOSX def2/J DEFGRID3
* xyz 0 1
C 2.7049 0.8624 -0.2861
C 1.5196 0.7155 -0.3985
C 0.1335 0.3887 -0.3140
O 0.1482 -0.7915 0.9220
N -1.0859 -1.0654 1.4229
H 3.7356 1.0527 -0.2669
H -0.2571 -0.1302 -1.1874
H -0.5018 1.1925 0.0465
H -1.6851 -1.5243 0.7335
H -1.5375 -0.2263 1.7952
*
```

Results
Orbital gap (Ha): 0.36742
Max |F| (eV Å⁻¹): 3.413
Structure (SMILES): C#CCON
Molecular weight (u): 71.08

natural (NBO) population analysis, charges in e, atoms 1 to 2: -0.170 -0.063



No. 17
C3H5NO | the ωB97M-V functional and the def2-TZVPD basis

Structure (ORCA input):
```
! wB97M-V def2-TZVPD RIJCOSX def2/J DEFGRID3
* xyz 0 1
N 0.2322 2.0914 0.7257
C -0.0438 0.8927 0.1441
C 0.4728 -0.3242 0.4425
C 0.0292 -1.5051 -0.2618
O -0.7381 -1.5196 -1.2051
H -0.2641 2.9269 0.4338
H 0.8562 2.1353 1.5193
H -0.7621 0.9383 -0.6594
H 1.2423 -0.4074 1.1975
H 0.4568 -2.4560 0.1208
*
```

Results
Orbital gap (Ha): 0.34941
Max |F| (eV Å⁻¹): 0.918
Structure (SMILES): N/C=C/C=O
Molecular weight (u): 71.08

natural (NBO) population analysis, charges in e, atoms 1 to 2: -0.780 0.129



No. 18
C3H5NO | the ωB97M-V functional and the def2-TZVPD basis

Structure (ORCA input):
```
! wB97M-V def2-TZVPD RIJCOSX def2/J DEFGRID3
* xyz 0 1
C 0.8729 -1.4146 -0.2688
N -0.0627 -0.8223 0.3297
C 0.1889 0.6208 0.1860
C -1.2745 0.9580 0.2857
O -1.7990 1.5104 1.2127
H 1.9035 -1.0540 -0.2294
H 0.6102 -2.1775 -0.9789
H 0.5072 0.7936 -0.8555
H 0.8909 1.1043 0.8667
H -1.8373 0.4813 -0.5483
*
```

Results
Orbital gap (Ha): 0.36246
Max |F| (eV Å⁻¹): 1.658
Structure (SMILES): C=NCC=O
Molecular weight (u): 71.08

natural (NBO) population analysis, charges in e, atoms 1 to 2: 0.014 -0.419



No. 19
C3H5NO2 | the ωB97M-V functional and the def2-TZVPD basis

Structure (ORCA input):
```
! wB97M-V def2-TZVPD RIJCOSX def2/J DEFGRID3
* xyz 0 1
C -0.9289 0.7338 0.8995
C -0.1706 -0.6144 0.7526
O -0.5231 -1.6869 1.3246
N 0.6132 -0.8223 -0.3280
C 1.0924 0.0055 -1.4007
O 1.3064 -0.5435 -2.4122
H -0.3570 1.6615 0.5658
H -1.9456 0.8121 0.5165
H -0.8743 1.1236 2.0142
H 0.9079 -1.7471 -0.5019
H 0.8794 1.0775 -1.4304
*
```

Results
Orbital gap (Ha): 0.39728
Max |F| (eV Å⁻¹): 4.480
Structure (SMILES): CC(=O)NC=O
Molecular weight (u): 87.08

natural (NBO) population analysis, charges in e, atoms 1 to 2: -0.738 0.667



No. 20
C3H5NO2 | the ωB97M-V functional and the def2-TZVPD basis

Structure (ORCA input):
```
! wB97M-V def2-TZVPD RIJCOSX def2/J DEFGRID3
* xyz 0 1
O -1.5459 0.9860 -1.0710
C -0.2274 0.7136 -0.6481
C -0.2149 -0.3513 0.4740
O 0.4139 -1.9706 0.4561
C 0.9220 -0.3354 1.3097
N 1.8743 -0.0909 1.9163
H -1.5221 1.7086 -1.7177
H 0.4069 0.3320 -1.4529
H 0.2617 1.6317 -0.2615
H -1.2108 -0.4340 0.9386
H 1.2468 -2.1035 -0.0543
*
```

Results
Orbital gap (Ha): 0.37903
Max |F| (eV Å⁻¹): 3.497
Molecular weight (u): 87.08

natural (NBO) population analysis, charges in e, atoms 1 to 2: -0.708 -0.098